one:
Density functional theory data (ωB97M-V with the def2-TZVPD basis set) for a 2-piece molecular cluster, C2H4N4S overall.

Highest occupied orbital energy (spin up / spin down), eV: -10.37 / -10.37

The geometry in ORCA input format:
```
! wB97M-V def2-TZVPD RIJCOSX def2/J DEFGRID3
* xyz 0 1
S -0.36732 -1.31412 -1.70077
N -1.63578 0.40424 0.90736
C -1.28944 0.72970 2.11355
N -0.05615 0.27902 2.43361
H 1.56563 -0.23627 -1.07656
H 1.81996 -0.83118 -2.69486
N 0.39144 -0.29227 1.39548
C 1.09028 -0.32184 -1.98082
H 1.01207 0.60350 -2.53709
N -0.52444 -0.30316 0.51694
H -2.00625 1.28238 2.62315
*
```

***

two:
Density functional theory data (ωB97M-V with the def2-TZVPD basis set) for one molecule with the formula C2H4N4S.

Structure (SMILES): [H]/N=C1\NN=CSN1
Highest occupied orbital energy, eV: -8.99

The geometry in ORCA input format:
```
! wB97M-V def2-TZVPD RIJCOSX def2/J DEFGRID3
* xyz 0 1
N -2.09089 -0.71762 -0.07031
H -0.20758 -2.14953 0.65481
H -2.69280 0.06067 -0.31282
C 1.81422 0.60297 0.15165
N 0.13954 -1.22067 0.34054
S 1.69007 -1.10496 -0.35445
H 2.79695 1.01907 0.45879
C -0.85758 -0.37481 -0.09924
H -1.04859 1.60259 -0.44434
N -0.37677 0.87444 -0.42515
N 0.83343 1.40786 0.10053
*
```

***

Tell me which of them is the least stable. Sure, it is one.

***

one:
Density functional theory data (ωB97M-V with the def2-TZVPD basis set) for a 2-piece molecular cluster, C4H11O overall.

Highest occupied orbital energy, eV: -2.09

The geometry in ORCA input format:
```
! wB97M-V def2-TZVPD RIJCOSX def2/J DEFGRID3
* xyz -1 1
H -1.18081 0.09306 0.81347
H 0.33439 -2.56758 0.87274
H -0.05209 3.42043 -1.54499
H 0.57190 1.76574 -1.60734
O -1.21841 2.00729 -0.55231
C 0.33545 -1.47255 0.82514
H 0.73903 0.10482 -0.58737
H 1.91195 -1.31503 -0.62977
H -1.36893 -1.12881 2.12065
C -0.03461 2.45254 -0.96666
C 0.87091 -0.97230 -0.51390
H 0.27038 -1.46077 -1.28721
C -1.09253 -0.96173 1.07550
H 0.98736 -1.13937 1.65260
H -1.78481 -1.55273 0.48884
H 0.71081 2.72698 -0.15939
*
```

***

two:
Density functional theory data (ωB97M-V with the def2-TZVPD basis set) for a 2-piece molecular cluster, C4H11O overall.

Highest occupied orbital energy, eV: -1.92

The geometry in ORCA input format:
```
! wB97M-V def2-TZVPD RIJCOSX def2/J DEFGRID3
* xyz -1 1
H -1.25247 1.58407 3.05464
H -2.93224 0.27763 1.40395
H 1.26252 -2.00375 -2.32240
O 2.11658 -0.61698 -0.90377
H 0.05812 1.38757 1.57157
H -1.55676 -0.73948 1.95181
C 1.91864 -1.08820 -2.17466
H 1.34204 -0.40163 -2.82800
H -1.29948 -1.13817 -0.19531
H -0.10099 0.23130 -0.02105
C -1.72955 0.25909 1.32363
H -1.44838 2.38600 1.56749
H -1.68782 0.69750 -0.71718
C -1.20448 -0.01079 -0.05483
C -1.00810 1.48498 2.01028
H 2.82371 -1.21571 -2.86188
*
```

***

three:
Density functional theory data (ωB97M-V with the def2-TZVPD basis set) for a 2-piece molecular cluster, C4H11O overall.

Highest occupied orbital energy, eV: -1.50

The geometry in ORCA input format:
```
! wB97M-V def2-TZVPD RIJCOSX def2/J DEFGRID3
* xyz -1 1
C 0.93541 1.35477 -2.17768
H -0.90531 -1.83161 1.44744
H -1.63873 0.75722 -1.88710
H -0.51673 -0.13269 1.37696
H 0.90471 2.29179 -1.69972
H 0.37542 1.48150 -3.04877
H -1.59920 -0.53078 -0.66442
H -1.36317 1.03128 -0.14330
H 0.99209 0.25853 -0.33802
H 0.74093 -1.21623 1.15867
O 0.04403 -1.00317 3.01725
C -0.16044 -1.11104 1.74801
C -1.14435 0.37876 -0.97782
H 0.63802 -0.75657 -1.64618
C 0.35579 0.28829 -1.31539
H 2.10126 1.20824 -2.35623
*
```

***

Tell me which of them is the least stable. Sure, it is two.

***

one:
Density functional theory data (ωB97M-V with the def2-TZVPD basis set) for one molecule with the formula C4H4N2OS.

Structure (SMILES): NN1C(=O)C=CC1=S
Highest occupied orbital energy, eV: -9.07

The geometry in ORCA input format:
```
! wB97M-V def2-TZVPD RIJCOSX def2/J DEFGRID3
* xyz 0 1
C -1.92764 -0.15903 0.29241
C -1.18932 0.35354 -0.90821
O -1.60217 0.76030 -1.96764
H 1.09699 0.06645 -2.29269
H 1.07400 1.55920 -1.64470
H -1.17520 -0.93684 2.19468
C 0.36071 -0.26438 0.69350
N 0.16745 0.23681 -0.57290
N 1.20558 0.59674 -1.43295
C -1.02869 -0.49895 1.20218
S 1.74509 -0.56385 1.46896
H -3.00140 -0.17155 0.34220
*
```

***

two:
Density functional theory data (ωB97M-V with the def2-TZVPD basis set) for one molecule with the formula C4H4N2OS.

Structure (SMILES): Cc1cnnoc1=S
Highest occupied orbital energy, eV: -9.14

The geometry in ORCA input format:
```
! wB97M-V def2-TZVPD RIJCOSX def2/J DEFGRID3
* xyz 0 1
H 0.19004 -2.44789 1.38239
C -2.00258 -0.91966 0.61920
H -2.18277 -1.88584 1.15446
C 0.40539 -1.52873 0.83496
H -2.51051 -0.95979 -0.32163
N 1.76352 -1.29309 0.64705
C -0.54632 -0.68629 0.41039
C -0.10014 0.53059 -0.29291
O 1.24617 0.64663 -0.42522
S -1.07508 1.68353 -0.89922
H -2.47366 -0.08919 1.19603
N 2.18944 -0.29296 0.05981
*
```

***

three:
Density functional theory data (ωB97M-V with the def2-TZVPD basis set) for one molecule with the formula C4H4N2OS.

Structure (SMILES): C=Cc1onnc1S
Highest occupied orbital energy, eV: -8.89

The geometry in ORCA input format:
```
! wB97M-V def2-TZVPD RIJCOSX def2/J DEFGRID3
* xyz 0 1
N -2.64088 -0.42655 -0.02075
C 0.84622 -1.18850 0.01862
H 2.92964 -1.14290 -0.00162
H 0.78927 -2.28260 0.07090
C 2.03361 -0.57781 -0.02873
H -1.04954 3.06196 0.13493
N -2.23326 0.76231 -0.01823
O -1.54767 -1.25998 -0.01271
S 0.05889 2.28048 -0.01247
C -0.43266 -0.50495 -0.01210
C -0.86786 0.78624 -0.00898
H 2.11423 0.49228 -0.10885
*
```

***

Tell me which of them is the least stable. Sure, it is two.